# 1
{"formula": "C20H33As3ClF6NO4PtS2", "method": "ωB97M-V/def2-TZVPD", "species": ["Pt", "C", "As", "C", "C", "C", "C", "C", "As", "C", "C", "C", "As", "C", "C", "H", "H", "H", "H", "H", "H", "H", "H", "H", "H", "H", "H", "H", "H", "H", "H", "H", "H", "H", "H", "H", "H", "H", "H", "H", "H", "H", "Cl", "C", "C", "C", "C", "C", "C", "C", "H", "H", "H", "H", "H", "H", "F", "C", "F", "F", "S", "O", "O", "N", "S", "O", "O", "C", "F", "F", "F"], "coordinates": [[-0.429909, -0.943379, -0.706096], [-1.449798, -1.691462, 2.864113], [-0.065557, -1.096555, 1.646462], [1.462156, -1.962625, 2.486240], [0.040990, 0.802818, 2.140021], [1.099298, 1.750242, 1.515812], [2.479432, 1.103001, 1.646147], [0.890629, 2.192644, 0.029568], [-0.380381, 1.417931, -1.266274], [-1.837684, 2.695402, -1.156126], [0.501271, 2.097711, -2.865027], [1.016811, 3.025121, 2.390541], [2.223961, 4.606544, 2.289696], [3.058942, 4.579776, 0.509907], [3.766674, 3.910691, 3.287948], [-2.353550, -1.114881, 2.692134], [-1.112778, -1.556426, 3.892066], [-1.650546, -2.745265, 2.677760], [1.631395, -1.549829, 3.480711], [2.366920, -1.856542, 1.893559], [1.219757, -3.021551, 2.574567], [0.179914, 0.822628, 3.225319], [-0.968541, 1.166555, 1.941349], [2.551394, 0.220196, 1.010533], [2.676131, 0.803063, 2.678757], [3.265769, 1.789051, 1.338539], [1.847502, 2.095022, -0.487556], [0.655538, 3.258712, 0.001823], [-1.434394, 3.689106, -1.352638], [-2.285021, 2.658112, -0.166120], [-2.602247, 2.445554, -1.888956], [0.719618, 3.159782, -2.749925], [-0.155961, 1.951795, -3.721189], [1.431002, 1.557274, -3.037288], [1.107945, 2.744984, 3.445407], [0.010568, 3.439470, 2.282068], [2.344390, 4.877324, -0.255343], [3.499063, 3.621397, 0.242948], [3.849395, 5.330537, 0.540875], [3.444400, 3.631857, 4.291054], [4.499003, 4.712376, 3.380552], [4.239025, 3.053935, 2.812079], [-0.057619, -5.135248, -5.252231], [0.460012, -3.964648, -4.081970], [0.705361, -4.370800, -2.780905], [1.104243, -3.430493, -1.847445], [1.261449, -2.084996, -2.200178], [1.557495, -1.071313, -1.154587], [1.004632, -1.710135, -3.523798], [0.612431, -2.641894, -4.465963], [0.575312, -5.408563, -2.506906], [1.301286, -3.734037, -0.825970], [2.017686, -0.165570, -1.547854], [2.177490, -1.474805, -0.355458], [1.112654, -0.671164, -3.810034], [0.406538, -2.350437, -5.486213], [-1.684067, -4.123953, -0.252662], [-2.894077, -4.033252, -0.806517], [-3.806037, -4.138469, 0.155201], [-3.051106, -5.037612, -1.662920], [-3.085390, -2.445679, -1.732228], [-2.060838, -2.498189, -2.729432], [-4.467255, -2.369947, -2.073660], [-2.657001, -1.378897, -0.585233], [-3.642923, -0.195515, -0.111761], [-2.923046, 0.534847, 0.896125], [-4.263849, 0.500434, -1.191179], [-5.016349, -0.950836, 0.892452], [-5.922570, -1.559851, 0.151888], [-4.515597, -1.809936, 1.780519], [-5.601413, 0.048860, 1.552897]], "forces_ev_per_angstrom": [[-0.19, -0.09, 0.03], [0.01, 0.04, 0.00], [0.08, -0.02, 0.00], [0.02, -0.01, -0.01], [0.00, -0.01, 0.00], [0.00, 0.01, -0.01], [-0.03, 0.00, 0.02], [0.00, 0.02, 0.02], [0.07, 0.09, 0.02], [-0.02, -0.01, 0.00], [0.00, -0.02, -0.01], [0.01, 0.00, -0.02], [-0.02, 0.01, 0.02], [0.01, -0.01, 0.00], [0.00, 0.00, -0.01], [0.02, 0.00, 0.00], [0.01, 0.00, 0.00], [-0.02, 0.00, 0.00], [-0.01, 0.01, 0.00], [0.00, 0.00, 0.00], [0.01, 0.00, 0.01], [0.00, -0.02, 0.00], [-0.01, 0.02, 0.00], [0.00, -0.01, 0.00], [0.00, 0.00, -0.01], [0.02, 0.02, -0.01], [0.00, 0.01, -0.01], [-0.01, 0.00, 0.01], [0.00, 0.01, -0.01], [0.01, -0.01, -0.01], [0.00, 0.00, 0.01], [0.00, 0.00, 0.00], [-0.01, 0.00, 0.00], [0.01, 0.01, 0.00], [0.00, 0.00, 0.00], [0.00, 0.00, 0.00], [0.00, 0.00, 0.00], [0.00, -0.01, 0.00], [0.00, 0.00, 0.00], [0.00, 0.00, 0.00], [0.00, 0.00, 0.00], [0.00, -0.01, 0.00], [0.00, 0.00, -0.01], [0.00, -0.01, 0.01], [0.01, 0.00, 0.00], [0.01, 0.00, -0.01], [0.03, 0.05, 0.02], [-0.04, -0.10, -0.02], [-0.01, -0.01, 0.02], [0.00, 0.01, 0.00], [0.00, 0.00, 0.00], [0.00, -0.01, 0.00], [0.01, 0.00, -0.01], [-0.01, 0.01, 0.01], [0.00, 0.00, -0.01], [0.00, 0.00, 0.00], [0.06, -0.04, 0.03], [-0.01, 0.06, -0.04], [-0.05, 0.05, 0.04], [0.01, -0.03, 0.00], [0.09, 0.08, -0.02], [-0.13, 0.00, 0.07], [0.01, -0.02, -0.06], [0.08, -0.06, 0.01], [0.07, 0.00, 0.05], [0.00, 0.05, -0.01], [-0.08, -0.01, 0.05], [-0.02, 0.07, -0.15], [0.00, -0.06, 0.01], [0.00, -0.05, -0.01], [0.01, -0.02, -0.02]], "total_charge": 0}



# 2
{"formula": "C20H33BFN3O11P", "method": "ωB97M-V/def2-TZVPD", "species": ["C", "C", "O", "C", "C", "C", "O", "C", "C", "O", "N", "C", "O", "F", "C", "C", "C", "C", "O", "C", "P", "O", "B", "O", "O", "C", "C", "C", "C", "C", "C", "C", "N", "H", "H", "H", "H", "H", "H", "H", "H", "H", "H", "H", "H", "H", "H", "H", "H", "H", "H", "H", "H", "H", "H", "H", "H", "H", "H", "H", "H", "H", "H", "H", "H", "H", "N", "O", "O", "O"], "coordinates": [[0.662567, -5.451120, 2.339996], [0.677430, -4.141269, 3.216199], [-0.521071, -3.398739, 2.915065], [-0.297138, -1.986939, 3.174401], [-0.005800, -1.275647, 1.804090], [-1.043339, -0.109584, 1.459002], [-1.839079, -0.396540, 0.306852], [-2.909899, -1.272885, 0.590128], [-3.046565, -2.372170, -0.528365], [-3.499992, -3.420546, -0.174691], [-2.687645, -2.109105, -1.918091], [-1.647778, -2.957462, -2.394516], [-1.333686, -4.012194, -1.981959], [-0.930455, -2.425030, -3.436982], [-0.431527, 1.331283, 1.505178], [-1.661197, 2.347861, 1.556200], [0.160279, 1.439289, 3.005020], [1.727740, 1.418696, 3.060867], [0.637991, 1.677794, 0.674104], [0.624509, 1.446149, -0.739337], [1.960241, 2.687924, -1.356093], [1.919633, 2.727215, -2.857510], [1.206207, 0.036801, -1.272677], [0.501407, -1.189008, -1.296420], [2.554608, -0.083972, -1.727188], [3.434544, -0.376046, -0.626320], [4.938816, -0.309310, -1.110762], [-0.630483, 2.000652, -1.532411], [-1.389944, 1.140037, -2.341251], [-2.539701, 1.660766, -3.073916], [-2.709411, 3.068602, -2.884411], [-1.807488, 3.781526, -2.048368], [-0.764213, 3.346171, -1.318758], [1.018758, -6.295626, 2.980874], [-0.365534, -5.619679, 1.951608], [1.351138, -5.279139, 1.477244], [0.666613, -4.348421, 4.315597], [1.546531, -3.526458, 2.882174], [-1.217803, -1.631211, 3.692809], [0.548440, -1.895172, 3.903764], [-0.194744, -2.052908, 1.017371], [1.053262, -0.955662, 1.679748], [-1.764286, -0.143086, 2.325841], [-2.828033, -1.815088, 1.558522], [-3.897212, -0.729632, 0.597704], [-3.486030, -2.189796, -2.549302], [-2.386017, 2.193259, 0.729690], [-2.122333, 2.264649, 2.573878], [-1.187987, 3.365114, 1.536796], [-0.151618, 2.426275, 3.437776], [-0.266168, 0.662375, 3.678643], [2.200762, 2.403306, 2.850898], [2.209788, 0.659480, 2.407504], [2.014735, 1.156936, 4.117654], [3.251355, 2.336692, -0.865282], [1.677425, 3.999619, -0.891881], [1.164190, -1.843632, -1.007131], [3.221516, -1.419812, -0.284623], [3.349980, 0.387188, 0.192724], [5.047848, 0.450601, -1.922427], [5.277975, -1.324075, -1.422348], [5.572891, -0.018212, -0.238261], [-1.229116, 0.051455, -2.468468], [-3.174288, 1.021042, -3.709344], [-3.537286, 3.593507, -3.390474], [-1.978795, 4.882492, -1.975931], [-0.168918, 4.101901, -5.043464], [-0.641338, 2.945974, -5.104047], [-0.940951, 5.083000, -4.898725], [1.055688, 4.279547, -5.124188]], "forces_ev_per_angstrom": [[0.34, 0.73, 0.65], [-0.65, -0.51, -0.97], [0.88, 0.63, 0.56], [0.13, -0.49, -0.19], [-0.84, -0.15, -0.69], [0.33, -0.66, 1.10], [0.10, 0.10, 0.51], [-0.18, -0.07, -1.32], [-0.30, -0.11, 1.36], [-0.25, -0.16, -0.41], [0.81, -0.01, -0.35], [0.54, 0.70, -0.48], [0.27, -0.41, 0.46], [-1.43, -0.05, 0.78], [-1.87, -0.04, 2.54], [1.23, 0.19, -0.13], [0.90, 0.68, -0.59], [0.11, -0.37, 1.04], [-0.44, -0.64, -0.08], [0.36, 1.44, -1.56], [-0.75, 0.29, -2.92], [0.42, -0.45, 1.49], [0.19, -1.40, -0.66], [0.79, 1.20, 1.08], [-0.62, 0.25, 1.54], [1.35, 0.22, -0.58], [-0.55, -0.23, 0.51], [1.54, -0.93, 1.24], [-1.85, 0.51, -1.13], [2.10, 1.79, 1.98], [0.15, -1.78, -0.08], [-0.61, 1.89, 0.04], [-2.28, -2.18, -2.18], [-0.33, 0.47, -0.84], [0.72, -0.03, 0.40], [-0.60, -0.46, 0.62], [0.41, 0.12, -0.79], [-0.36, -0.43, 0.69], [0.57, 0.03, -0.55], [-0.64, 0.15, -0.56], [0.25, 0.58, 0.74], [-0.75, -0.09, 0.25], [0.67, 0.47, -0.64], [0.15, 0.23, -0.73], [0.78, -0.25, -0.01], [0.11, 0.31, 0.24], [0.45, 0.27, 0.58], [0.07, -0.21, -1.01], [-0.67, -0.75, -0.35], [0.19, -0.86, -0.40], [0.27, 0.40, -0.59], [-0.54, -0.65, -0.08], [-0.47, 0.52, 0.34], [-0.13, 0.25, -0.87], [-0.43, 0.03, 0.51], [0.14, -0.61, 0.77], [-0.37, -0.07, -0.78], [0.15, 0.77, 0.26], [-0.39, -0.79, -0.47], [-0.11, -0.73, 0.63], [-0.21, 0.87, -0.14], [-0.41, -0.13, -0.68], [0.40, 0.99, 0.53], [0.47, 0.55, 0.40], [0.78, -0.12, 0.35], [0.12, -0.96, -0.14], [0.45, 0.01, -0.07], [-0.19, -0.09, -0.08], [-0.22, 0.06, 0.14], [-0.22, 0.15, -0.21]], "total_charge": -1}



# 3
{"formula": "C20H33BrN9OS", "method": "ωB97M-V/def2-TZVPD", "species": ["C", "C", "O", "S", "Br", "H", "H", "H", "H", "H", "H", "C", "C", "N", "H", "H", "H", "C", "C", "N", "H", "H", "H", "C", "C", "N", "H", "H", "H", "C", "C", "N", "H", "H", "H", "C", "C", "N", "H", "H", "H", "C", "C", "N", "H", "H", "H", "C", "C", "N", "H", "H", "H", "C", "C", "N", "H", "H", "H", "C", "C", "N", "H", "H", "H"], "coordinates": [[4.148209, 0.585925, 1.355057], [3.170917, -0.514999, 1.006615], [2.449346, -0.916230, 2.227413], [0.983201, -0.304941, 2.430806], [0.515025, 1.674417, 1.496795], [4.890511, 0.161430, 2.034303], [3.687272, 1.402631, 1.911737], [4.688670, 0.940365, 0.480742], [2.511739, -0.294563, 0.167630], [3.754693, -1.385888, 0.718984], [0.202983, -1.135813, 1.692586], [3.306515, -4.082485, -1.371935], [4.159590, -2.909893, -1.453735], [4.811652, -1.964313, -1.476035], [3.314174, -4.489158, -0.358016], [2.275719, -3.833210, -1.625175], [3.640264, -4.865322, -2.050883], [-3.191736, 4.855603, 2.332445], [-2.156741, 3.951089, 1.891148], [-1.354522, 3.208694, 1.540381], [-3.187081, 5.775545, 1.748729], [-4.173954, 4.394255, 2.218568], [-3.060741, 5.125886, 3.378995], [-4.115198, 2.027110, -1.613390], [-4.799757, 2.689573, -0.516105], [-5.344086, 3.213650, 0.348987], [-3.441827, 1.253156, -1.247525], [-4.821280, 1.553053, -2.292111], [-3.529010, 2.731924, -2.196310], [-6.496533, 4.560853, -4.323853], [-5.093184, 4.188824, -4.237086], [-3.986624, 3.892581, -4.168401], [-6.616763, 5.467948, -4.913517], [-7.075360, 3.768223, -4.795043], [-6.907556, 4.741617, -3.331687], [5.143659, -7.422846, 1.496983], [3.975942, -6.563160, 1.398651], [3.050279, -5.887647, 1.321279], [6.053698, -6.856617, 1.305634], [5.214307, -7.859220, 2.491934], [5.085238, -8.231540, 0.770380], [1.179246, -6.803332, -3.307911], [2.620004, -6.776162, -3.509503], [3.757065, -6.751127, -3.661980], [0.714485, -5.914049, -3.731106], [0.741089, -7.676178, -3.788661], [0.940620, -6.844400, -2.245791], [-0.525242, 2.479200, -5.145555], [-1.593735, 1.618564, -4.665340], [-2.446993, 0.950206, -4.289414], [0.260805, 1.892014, -5.617619], [-0.908773, 3.189304, -5.876066], [-0.086127, 3.042647, -4.324094], [2.712495, -3.573476, 4.011551], [3.415956, -4.015393, 5.204510], [3.974835, -4.363190, 6.143690], [2.973969, -4.192210, 3.152371], [1.633016, -3.643455, 4.149697], [2.954025, -2.543898, 3.767283], [-4.144262, 7.814765, 5.113477], [-3.707945, 8.003350, 3.737718], [-3.364711, 8.162501, 2.654330], [-3.420371, 8.239046, 5.807104], [-5.102944, 8.302374, 5.281146], [-4.258154, 6.756415, 5.344185]], "forces_ev_per_angstrom": [[0.08, -0.23, 0.70], [1.31, -0.18, -0.53], [-1.13, 0.73, -0.55], [0.78, 0.31, 0.59], [0.04, -1.85, 0.64], [0.04, 0.03, -0.05], [-0.10, 0.18, -0.34], [-0.21, 0.06, -0.12], [-0.38, 0.09, 0.31], [-0.24, -0.17, 0.07], [0.19, 0.32, -0.52], [-0.15, -0.29, 0.11], [0.00, 0.10, -0.04], [-0.06, 0.00, 0.05], [0.03, 0.13, -0.15], [0.05, 0.13, -0.05], [0.14, 0.09, -0.04], [-0.51, 0.33, 0.14], [0.03, -0.22, -0.04], [-0.38, 0.98, -0.27], [0.14, -0.04, -0.05], [0.10, -0.14, -0.13], [0.21, -0.08, -0.01], [0.25, -0.27, -0.17], [-0.04, 0.00, 0.03], [0.09, 0.02, 0.03], [-0.07, 0.01, 0.13], [-0.07, 0.05, 0.03], [-0.05, 0.08, 0.03], [-0.29, 0.07, -0.02], [0.06, 0.01, -0.05], [-0.02, 0.16, -0.06], [0.09, 0.00, -0.01], [0.08, -0.05, -0.01], [0.08, -0.02, 0.03], [0.25, -0.20, 0.02], [-0.07, -0.02, 0.04], [0.07, -0.04, 0.10], [-0.05, 0.07, -0.01], [-0.08, 0.05, 0.03], [-0.08, 0.04, -0.03], [-0.29, -0.01, 0.03], [0.00, -0.08, -0.05], [0.00, 0.03, 0.06], [0.08, 0.02, -0.04], [0.08, -0.02, -0.03], [0.09, -0.01, 0.01], [0.21, 0.18, -0.13], [-0.11, -0.02, 0.01], [0.08, -0.09, 0.10], [-0.05, -0.07, 0.01], [-0.10, -0.03, 0.03], [-0.07, -0.03, 0.05], [-0.21, -0.03, -0.33], [0.01, 0.01, 0.04], [0.01, -0.01, -0.01], [0.03, -0.06, 0.09], [0.02, -0.08, 0.13], [0.17, 0.02, 0.18], [-0.08, -0.01, 0.27], [-0.01, 0.11, 0.00], [0.01, -0.11, 0.02], [0.05, 0.03, -0.07], [0.00, 0.02, -0.08], [0.01, -0.01, -0.07]], "total_charge": 1}



Number 1: DFT total energy -267215.005 eV, frontier orbital gap 0.2745 hartree. Number 2: DFT total energy -60946.755 eV, frontier orbital gap 0.2152 hartree. Number 3: DFT total energy -117599.982 eV, frontier orbital gap 0.3138 hartree.